147
Properties=species:S:1:pos:R:3:forces:R:3 method="wB97M-V/def2-TZVPD" homo_lumo_gap_ev=8.38 max_force_ev_per_a=4.86 spin_multiplicity=1
C -5.07885 13.44491 13.63432 0.3 0.6 1.7
C -6.03066 12.87748 12.63334 3.4 2.0 1.1
O -6.52545 11.84488 12.83004 -2.7 -4.0 0.3
C -6.05542 13.64687 11.41357 -1.1 0.3 -1.5
H -5.52436 14.38111 13.97071 0.4 0.5 -0.2
H -4.06230 13.59852 13.27219 -0.2 0.3 -0.4
H -4.97713 12.88423 14.56351 -0.3 -0.5 -0.2
H -6.30212 14.68103 11.65385 0.2 0.1 -0.3
H -6.80762 13.18748 10.77227 0.1 0.3 -0.3
H -5.05849 13.57961 10.97802 -0.1 0.3 -0.2
C -7.99117 11.32487 5.12286 -0.2 -0.2 -0.8
C -9.46183 11.45551 4.83106 -1.5 0.2 2.0
O -10.30160 11.39006 5.73441 1.2 -0.1 -1.2
C -9.90795 11.81331 3.45327 0.5 0.2 -0.4
H -7.69116 10.45712 4.53541 0.3 -0.4 0.3
H -7.78269 11.23208 6.18871 0.0 0.0 -0.3
H -7.43661 12.13711 4.65294 -0.1 0.3 0.3
H -9.65404 11.14237 2.63262 -0.1 -0.6 0.3
H -9.26856 12.65875 3.19926 -0.5 0.7 -0.1
H -10.97874 12.01619 3.47200 0.2 0.2 -0.2
C -6.97573 17.37234 13.83834 1.2 0.2 -0.9
C -6.20166 18.50748 13.04880 1.3 0.9 0.0
O -5.26931 19.11399 13.58694 -1.7 -1.3 -0.6
C -6.51778 18.83552 11.55207 -1.9 -1.3 0.4
H -6.81457 16.37766 13.42272 0.4 0.1 -0.8
H -8.06554 17.39154 13.83152 0.1 0.8 0.4
H -6.46687 17.25536 14.79515 -0.6 0.6 0.3
H -5.73825 18.71310 10.80011 0.4 0.0 0.6
H -7.10137 19.71935 11.29447 0.7 1.0 0.8
H -7.34092 18.17597 11.27721 0.2 -0.9 -0.2
C -12.06593 19.97423 8.44737 0.4 -0.5 0.4
C -12.44751 18.58171 8.88356 -2.0 -1.9 -0.9
O -13.55874 18.09718 8.50924 3.8 1.3 1.8
C -11.35335 17.67945 9.64477 -2.5 0.3 -0.8
H -10.98372 20.10301 8.46562 0.0 -0.1 -0.4
H -12.40016 20.70403 9.18479 -0.5 0.1 -0.1
H -12.49839 20.10296 7.45514 0.1 0.4 0.2
H -11.51310 16.72382 9.14543 0.8 -0.1 -0.2
H -11.71406 17.43993 10.64508 0.1 0.5 0.3
H -10.33357 18.06435 9.64329 -0.2 -0.1 -0.2
C -8.36720 19.99921 1.61463 0.1 -0.2 -0.4
C -7.61497 19.07099 2.53683 -1.9 -0.4 2.7
O -8.15435 18.63514 3.57939 1.0 1.0 -2.3
C -6.21482 18.71439 2.28582 1.6 -0.7 -0.6
H -9.41347 19.70311 1.53896 0.0 0.3 0.5
H -8.00787 20.06193 0.58747 0.4 -0.4 0.1
H -8.21866 21.00618 2.00458 -0.4 0.1 0.2
H -6.06693 17.69534 2.64326 -0.1 -0.1 -0.3
H -5.43908 19.25907 2.82402 -0.4 0.6 0.4
H -5.91291 18.80813 1.24267 -0.2 -0.2 -0.1
C -4.96786 13.69800 1.25241 -1.1 -0.1 0.6
C -5.98498 14.41869 2.17426 0.2 -0.9 -0.6
O -7.15999 14.46845 1.89378 0.3 0.1 0.1
C -5.42999 15.04333 3.44314 -0.9 1.3 -0.7
H -4.41876 13.02368 1.90958 0.8 0.4 -0.1
H -4.40827 14.45851 0.70781 0.5 -0.2 0.3
H -5.44599 13.03995 0.52684 -0.4 0.3 0.0
H -4.64494 15.75206 3.17948 0.8 -0.6 0.1
H -5.19930 14.35275 4.25430 0.1 0.1 -0.3
H -6.20076 15.75137 3.74759 -0.3 -0.4 0.6
C -1.33332 17.01645 12.46188 -1.4 -0.3 -1.4
C -2.66642 16.39594 12.03585 1.7 -0.1 0.3
N -3.65372 15.86348 11.77798 0.3 0.5 0.0
H -0.64602 17.20863 11.63800 -0.5 -0.1 -0.6
H -0.72550 16.34143 13.06436 -0.7 0.3 0.8
H -1.64301 18.00736 12.79398 0.6 -0.2 0.9
C -4.31479 21.81696 11.53371 0.7 -0.4 -1.4
C -4.29917 21.16282 10.18328 -0.5 1.8 1.7
N -4.25035 20.69221 9.14773 0.1 -0.7 -1.1
H -3.72175 21.08534 12.08248 -0.7 0.3 1.0
H -5.30609 22.11492 11.87524 0.0 -0.9 0.1
H -3.76946 22.76071 11.52619 0.3 -0.1 -0.4
C -1.90325 12.25449 5.94090 0.7 0.9 0.9
C -2.61685 13.44847 5.21092 -2.3 -2.8 1.1
C -3.06395 14.39060 6.28237 -0.2 1.8 0.5
S -3.39486 13.52943 7.91056 1.2 -3.0 -2.8
O -4.75950 13.06882 8.04199 0.4 1.0 0.0
O -2.65617 14.15529 8.94411 0.0 1.7 1.5
C -2.36940 12.04085 7.50092 0.2 0.9 -1.9
H -0.90052 12.67604 6.01108 0.4 -0.7 0.3
H -1.85939 11.36615 5.31079 -0.2 0.0 0.3
H -3.54822 12.99037 4.87807 -0.2 0.0 -0.5
H -2.16413 13.82195 4.29241 0.5 0.3 0.6
H -3.94857 14.96391 6.00513 -0.2 -0.1 0.1
H -2.30871 15.15802 6.45201 0.1 -0.1 0.6
H -2.92784 11.15994 7.81754 -0.2 0.0 -0.7
H -1.45958 12.06890 8.10054 -0.2 0.3 0.1
C -12.01523 15.27257 4.73588 0.3 -0.8 -0.1
C -13.51906 15.41123 4.58674 -0.8 0.0 -1.5
C -13.83496 16.60540 3.66936 -0.3 -0.2 -0.2
S -12.58600 17.87531 4.11005 -0.6 0.5 1.1
O -13.03151 18.78029 5.20948 0.5 -1.5 -2.4
O -12.05368 18.39874 2.85701 -0.2 -0.1 1.0
C -11.49994 16.66723 4.92794 0.9 -0.2 1.2
H -11.40994 14.74906 3.99583 -0.9 0.3 -1.3
H -11.77058 14.54948 5.51395 -0.1 0.7 1.0
H -14.08261 15.63681 5.49207 0.5 -0.5 0.4
H -13.91988 14.52842 4.08865 -0.3 -0.1 0.4
H -14.87951 16.91357 3.71461 0.2 0.6 0.8
H -13.79266 16.33316 2.61475 1.0 0.2 -0.1
H -11.61223 16.81704 6.00174 0.1 0.8 -0.1
H -10.44273 16.73884 4.67243 -0.2 0.5 -0.2
C -6.39840 22.38856 5.66507 -0.7 -0.2 0.2
C -6.25074 23.63423 6.57517 0.4 0.4 0.5
C -7.55290 23.87254 7.26701 -2.0 -2.4 -0.2
S -8.14494 22.07758 7.66299 0.6 0.1 -1.2
O -9.46335 21.83404 7.10433 0.7 0.3 0.3
O -7.91945 21.80587 9.06739 0.2 0.0 -0.1
C -6.85619 21.19743 6.54317 0.0 2.1 0.9
H -5.51712 22.13336 5.07659 0.1 0.1 0.3
H -7.22452 22.55287 4.97323 0.1 0.4 -0.3
H -6.03391 24.56535 6.05162 0.4 -0.2 -0.4
H -5.53335 23.54163 7.39057 0.6 -0.4 -0.4
H -8.27789 24.17635 6.51190 -0.3 0.3 0.4
H -7.65750 24.39615 8.21727 0.4 0.1 -0.3
H -7.32114 20.37045 6.00648 0.0 0.1 0.2
H -5.98666 20.97786 7.16269 -0.3 -0.7 0.2
C -0.30861 18.70584 6.05590 -0.8 -0.1 -0.7
C -0.77532 18.03380 7.35642 -0.4 0.6 -0.7
C -2.15090 18.67756 7.67045 0.6 0.1 0.0
S -3.03705 18.79173 6.04065 1.9 0.3 -0.3
O -3.59571 20.11808 5.87296 -0.1 -0.8 0.0
O -3.80084 17.58259 5.79923 -0.1 0.6 0.2
C -1.45257 18.60227 5.03199 0.0 -1.2 0.8
H 0.56817 18.17481 5.68529 0.1 0.3 -0.1
H -0.14275 19.78218 6.10128 0.6 -0.1 0.8
H 0.03220 18.14256 8.08043 -0.5 0.2 0.5
H -0.87589 16.96277 7.18065 -0.1 -0.1 0.0
H -1.99635 19.69895 8.01828 -0.2 0.1 -0.3
H -2.75116 18.19787 8.44354 -0.2 -0.3 -0.4
H -1.26312 19.19840 4.13933 -0.7 0.4 0.3
H -1.48973 17.55510 4.73173 -0.3 0.0 -0.2
C -5.82111 16.46177 8.62182 -0.3 -0.4 -0.6
C -6.45887 17.78842 8.05320 0.8 -1.9 0.0
C -7.24282 17.41978 6.75258 0.1 -0.1 -0.3
S -7.98868 15.68680 7.04987 2.2 -1.8 -1.3
O -7.64705 14.62492 6.03077 -0.1 2.9 1.7
O -9.38211 15.72574 7.40269 -0.3 0.5 0.3
C -6.93645 15.48318 8.57882 -3.0 -0.1 -0.8
H -5.54336 16.44536 9.67571 0.4 0.7 0.0
H -4.98238 16.07839 8.04076 0.2 0.4 -0.1
H -5.61954 18.47995 7.97962 -0.5 0.5 -0.5
H -7.17448 18.11424 8.80808 0.0 0.4 -0.1
H -6.72078 17.30575 5.80254 0.9 -0.3 0.4
H -7.91888 18.22152 6.45550 -0.8 -0.5 0.5
H -6.87909 14.42422 8.83062 0.5 0.2 -0.2
H -7.73038 15.95209 9.16012 -0.1 -0.4 1.0